{
  "formula": "C38H102F6N9O16S2",
  "method": "wB97M-V/def2-TZVPD",
  "symbols": ["S", "S", "F", "F", "F", "F", "F", "F", "O", "O", "O", "O", "O", "O", "O", "O", "O", "O", "O", "O", "O", "O", "O", "O", "N", "N", "N", "N", "N", "N", "N", "N", "N", "C", "C", "C", "C", "C", "C", "C", "C", "C", "C", "C", "C", "C", "C", "C", "C", "C", "C", "C", "C", "C", "C", "C", "C", "C", "C", "C", "C", "C", "C", "C", "C", "C", "C", "C", "C", "C", "C", "H", "H", "H", "H", "H", "H", "H", "H", "H", "H", "H", "H", "H", "H", "H", "H", "H", "H", "H", "H", "H", "H", "H", "H", "H", "H", "H", "H", "H", "H", "H", "H", "H", "H", "H", "H", "H", "H", "H", "H", "H", "H", "H", "H", "H", "H", "H", "H", "H", "H", "H", "H", "H", "H", "H", "H", "H", "H", "H", "H", "H", "H", "H", "H", "H", "H", "H", "H", "H", "H", "H", "H", "H", "H", "H", "H", "H", "H", "H", "H", "H", "H", "H", "H", "H", "H", "H", "H", "H", "H", "H", "H", "H", "H", "H", "H", "H", "H", "H", "H", "H", "H"],
  "positions_angstrom": [[1.2050, 2.1008, -0.8944], [0.4483, -0.2721, -0.2584], [0.7195, -2.2700, -2.0808], [1.7905, 2.4669, -3.4594], [0.3571, -2.9165, -0.0680], [1.8623, 4.2266, -2.1147], [-0.0146, 3.4654, -2.8167], [-1.2949, -2.0495, -1.1849], [0.0221, 1.6303, -6.7662], [2.5815, 2.1651, -0.5121], [1.7159, -0.4533, 0.4197], [-0.6617, -0.0178, 0.6381], [-2.1740, 7.4818, -0.8789], [6.6530, -5.5691, -3.0378], [-3.8200, 1.5165, 2.6624], [5.6254, -0.6684, -0.7193], [2.4949, 7.9857, -4.9886], [-6.5030, -0.1625, -0.6746], [0.3052, 2.7729, -0.0105], [-0.4714, 4.5133, 3.8662], [1.6666, 9.1565, -3.3395], [-1.2928, 0.1227, 5.4332], [1.9612, -6.7235, 2.2324], [-3.7611, 6.3822, 0.1261], [0.6516, 0.5894, -1.5618], [4.7820, -6.4078, -1.2765], [-1.0380, 6.5136, 2.1016], [1.2380, -0.7259, 5.3995], [0.5055, 0.1766, -4.6369], [1.3966, -9.5973, 2.6186], [7.9843, -1.3331, 0.7868], [-8.9115, 0.5983, -1.9373], [-5.6616, 3.7518, 0.2183], [-2.6919, 0.4286, 5.5453], [-5.4318, -1.0488, -0.8258], [-4.6472, 0.3742, 2.8486], [-0.3350, 2.4148, -7.8933], [5.7660, -4.5789, -2.5445], [-0.2406, 5.3067, 1.6438], [7.8505, -4.9464, -3.5035], [4.4488, -5.2814, -2.2263], [1.2271, 3.1492, -2.4525], [-0.9842, 1.6861, -5.7627], [-2.9617, 6.5429, -0.8773], [0.8101, 6.9601, -3.6392], [0.4585, 4.6582, 2.7923], [-3.8055, 2.1867, -0.1827], [6.8758, -0.3819, 1.2387], [-3.0582, 5.4500, -1.9251], [0.5265, -0.5834, 4.0506], [-1.9490, 0.2144, -3.9243], [7.2656, 0.9919, 0.7438], [4.3355, -0.7679, -1.3594], [0.0092, -2.0056, -0.9736], [-4.5019, 2.6853, 2.2159], [5.5172, -0.8077, 0.6703], [0.6195, 5.8380, 0.5026], [0.0380, 3.7594, 4.9530], [-0.9471, -0.7308, 4.3879], [-4.9473, 2.5136, 0.7526], [-0.9460, 0.3508, -5.0462], [-10.2581, -0.0776, 0.0766], [1.0452, -1.6943, 3.1149], [-7.7371, -0.6599, -0.2169], [1.6906, 8.1111, -4.0283], [1.6702, -5.3229, 2.2115], [3.4254, -4.3817, -1.5479], [1.8948, -7.3039, 3.5196], [2.3340, -8.7581, 3.4455], [3.7768, -8.9620, 2.9959], [-8.8784, 0.3601, -0.4152], [-2.9512, 0.4746, -4.2567], [-1.8371, 6.2332, 2.6662], [0.6339, -5.1204, 2.4761], [1.2902, 5.2292, 3.2339], [-2.9252, 1.0114, 6.4345], [2.6691, -6.7065, 4.0280], [-3.8415, 3.4922, 2.5296], [7.7161, -4.2182, -4.3051], [-8.0595, -1.5862, -0.7123], [-3.0700, 2.9904, -0.2542], [3.9099, -8.5961, 1.9713], [-6.1507, 3.5506, -0.6517], [-5.1611, 4.6650, 0.1755], [0.5975, -0.3616, 6.1202], [6.2641, -4.0708, -1.7073], [-0.7436, 3.6577, 5.7066], [4.2928, -0.9773, -2.4249], [-5.4809, -1.9744, -0.2353], [0.4289, -9.7343, 2.9201], [-1.9897, 1.9670, -6.0897], [-6.4446, 3.8758, 0.8702], [1.3577, -9.1058, 1.7137], [8.9056, -1.0087, 1.0826], [7.8230, -2.2847, 1.1174], [4.7231, -0.2916, 1.2146], [-5.2461, 0.4898, 3.7569], [0.4051, 2.4386, -8.6904], [-0.5144, 3.4535, -7.5981], [-0.9335, 4.5986, 1.1903], [-9.7892, 1.0045, -2.2746], [2.1352, -0.2388, 5.4482], [4.0583, -5.7481, -3.1278], [2.1046, -1.4717, 2.9868], [-8.6069, 1.3022, 0.0581], [1.2142, 6.6863, 0.8574], [-2.8417, 1.1830, 4.7659], [-10.9637, 0.7522, 0.0521], [-5.6935, 1.7253, 0.6798], [-1.4606, 6.9749, 1.2742], [0.4219, 2.7874, 4.6444], [0.9034, -2.6875, 3.5462], [1.8205, -10.4933, 2.3556], [-3.9968, 5.5277, -2.4874], [1.3913, 5.1457, 0.1661], [1.1023, 0.8892, -5.0775], [-2.0033, -0.8160, -3.5690], [3.3199, -3.3456, -1.8434], [8.4259, -4.5532, -2.6623], [0.6584, 0.2703, -3.6172], [-1.1760, -1.7736, 4.6449], [7.3579, 0.9780, -0.3443], [-0.7510, 2.5818, -5.1690], [-2.4573, 5.7264, -2.8104], [0.5346, -1.6522, 2.1586], [8.4535, -5.7312, -3.9602], [-5.4104, 2.9350, 2.7842], [-1.6408, 0.8084, -3.0628], [2.4217, -9.2728, 4.4056], [-10.6785, -0.9503, -0.4208], [7.8385, -1.2842, -0.2296], [1.8560, -4.8839, 1.2333], [5.3193, -7.2235, -1.5934], [0.4410, 7.1938, -2.6332], [-1.4852, -0.4652, 3.4687], [0.8634, -0.7203, -4.9593], [3.6700, -4.4070, -0.4766], [0.8224, 0.3969, 3.6858], [-3.2205, 1.3711, 0.2486], [-5.4491, 0.3746, 2.0969], [3.8289, 0.1653, -1.1088], [-1.0490, -0.3921, -5.8375], [2.4214, -4.8303, 2.8385], [6.5787, 1.7962, 1.0003], [5.6178, -3.7695, -3.2656], [3.8069, -1.5638, -0.8256], [1.4752, -1.6890, 5.6497], [-4.1805, -0.6024, 2.7679], [0.0791, 6.1412, -0.3946], [-4.0930, 1.9204, -1.2008], [8.2349, 1.3355, 1.1155], [-0.3983, 7.2222, 2.4625], [0.7384, 4.4224, 5.4741], [-1.2399, 2.0083, -8.3582], [-4.4305, -0.7937, -0.4541], [-3.2695, -0.4918, 5.4736], [4.4747, -8.4357, 3.6402], [0.9506, -7.2018, 4.0669], [-8.7379, -0.3081, -2.3715], [1.2193, 5.9606, -3.4964], [5.4297, -6.0317, -0.5675], [-10.1577, -0.3212, 1.1359], [4.0164, -10.0261, 2.9571], [1.0263, 3.7586, 2.5319], [-2.6631, 4.4438, -1.7917], [-8.1932, 1.2777, -2.1865], [-5.2649, -1.3138, -1.8714], [5.3380, -1.8694, 0.9048], [3.9250, -6.6976, -0.7977], [-7.6340, -0.9337, 0.8373], [-0.0249, 6.9065, -4.3408], [2.4261, -4.8258, -1.4897], [6.9446, -0.3869, 2.3275]],
  "total_charge": 5,
  "orbital_gap_ha": 0.0350,
  "lumo_ev": -10.2,
  "relative_energy_kcal_mol": 2.7,
  "max_force_ev_per_a": 3.48
}